# 1
The following is a quantum chemistry calculation of C30H59AsBN9OPScSi as an isolated structure in a non-equilibrium geometry, from OMol25.

Output
LUMO level: -4.62 eV
charge: +2
HOMO level: -11.969 eV
DFT total energy: -146898.912 eV

Each line ends with the Mulliken charge.
Positions of all 104 atoms, in Å:
Sc 0.835 1.202 -0.128  -0.360
C 2.011 -1.465 3.283  -1.545
C 1.211 -0.482 2.710  -0.530
N 1.655 -0.173 1.488  0.872
N 2.737 -0.948 1.258  -0.038
C 2.975 -1.722 2.323  -0.298
B 3.569 -0.909 -0.046  0.431
N 2.679 -1.229 -1.275  0.221
C 3.049 -2.017 -2.297  -0.259
C 2.145 -1.857 -3.329  -1.719
C 1.234 -0.923 -2.841  -0.531
N 1.567 -0.538 -1.608  1.202
N 4.065 0.522 -0.277  -0.165
C 5.322 0.979 -0.355  -0.156
C 5.278 2.308 -0.727  -1.375
C 3.917 2.576 -0.866  -1.163
N 3.190 1.493 -0.586  0.299
H 1.915 -1.905 4.259  0.511
H 0.344 0.003 3.132  0.470
H 3.827 -2.380 2.346  0.595
H 4.474 -1.679 0.022  -0.170
H 3.935 -2.628 -2.239  0.516
H 2.167 -2.332 -4.294  0.502
H 0.365 -0.520 -3.336  0.383
H 6.160 0.331 -0.163  0.525
H 6.102 2.982 -0.876  0.459
H 3.440 3.482 -1.197  1.013
C 3.257 4.680 1.851  -1.081
As 1.688 4.717 0.723  0.584
C 0.426 5.835 1.661  -1.271
C 2.051 5.622 -0.958  -1.297
O 1.097 3.171 0.476  -0.015
H 3.620 5.698 1.989  0.448
H 4.046 4.066 1.424  0.312
H 2.969 4.276 2.821  0.370
H 0.928 6.755 1.959  0.492
H 0.065 5.314 2.547  0.401
H -0.417 6.080 1.019  0.412
H 1.544 6.585 -0.945  0.432
H 1.663 5.031 -1.786  0.368
H 3.119 5.788 -1.088  0.465
C -2.274 -1.482 -0.953  -1.442
C -2.982 -0.477 -0.038  2.705
C -4.456 -0.409 -0.447  -1.837
C -2.893 -1.049 1.382  -1.870
Si -2.023 1.263 -0.134  -0.169
C -2.463 2.161 -1.855  2.369
C -2.348 1.158 -3.011  -2.072
C -1.387 3.229 -2.114  -1.535
C -3.849 2.807 -1.931  -1.625
C -2.659 2.376 1.381  2.889
C -2.300 3.839 1.105  -1.595
C -1.873 1.971 2.639  -1.483
C -4.161 2.313 1.667  -1.845
H -2.764 -2.462 -0.874  0.634
H -1.224 -1.575 -0.662  -0.509
H -2.305 -1.181 -2.000  0.146
H -4.920 -1.394 -0.330  0.537
H -4.564 -0.112 -1.490  0.341
H -5.014 0.295 0.166  0.339
H -3.320 -2.060 1.404  0.456
H -3.464 -0.452 2.091  0.422
H -1.851 -1.101 1.719  0.159
H -1.405 0.604 -2.955  0.083
H -2.370 1.688 -3.968  0.687
H -3.177 0.451 -3.013  0.355
H -0.386 2.767 -2.154  0.051
H -1.371 4.000 -1.342  0.248
H -1.566 3.718 -3.076  0.624
H -4.635 2.092 -1.688  0.301
H -4.034 3.170 -2.947  0.523
H -3.948 3.657 -1.258  0.346
H -1.241 3.919 0.855  -0.347
H -2.500 4.446 1.994  0.754
H -2.888 4.255 0.289  0.135
H -0.795 2.086 2.463  -0.099
H -2.064 0.940 2.936  0.298
H -2.150 2.612 3.482  0.614
H -4.740 2.538 0.770  0.303
H -4.424 3.057 2.425  0.539
H -4.472 1.340 2.046  0.372
C 0.688 -6.290 1.269  -0.821
N -0.667 -5.634 1.002  0.197
C -1.082 -5.974 -0.433  -0.791
N -0.076 -5.592 -1.351  0.195
C 1.192 -6.240 -1.048  -0.912
N 1.639 -5.897 0.296  0.229
C 2.034 -4.496 0.414  -1.796
P 0.644 -3.274 0.061  1.806
C -0.587 -4.155 1.195  -1.371
C 0.062 -4.148 -1.502  -1.214
H 0.538 -7.371 1.245  0.367
H 1.009 -5.984 2.265  0.388
H -1.358 -6.019 1.647  0.349
H -2.013 -5.444 -0.638  0.419
H -1.251 -7.051 -0.474  0.351
H 1.940 -5.915 -1.769  0.391
H 1.068 -7.322 -1.121  0.308
H 2.849 -4.303 -0.285  0.385
H 2.412 -4.317 1.423  0.502
H -1.576 -3.727 1.026  0.634
H -0.300 -3.955 2.229  0.394
H -0.901 -3.728 -1.800  0.330
H 0.773 -3.947 -2.301  0.550

***

# 2
The following is a quantum chemistry calculation of C30H59BCuN2P2Sb as an isolated structure, from OMol25.

Output
LUMO level (spin up / spin down): -2.31 / -3.23 eV
charge: +1
2S+1: 2
ΔE to the lowest compared entry with this formula, charge and spin: 0.112 eV
HOMO level (spin up / spin down): -9.291 / -10.299 eV
DFT total energy: -105475.300 eV

Each line ends with the Mulliken spin population.
Positions of all 96 atoms, in Å:
Cu -0.154 -0.054 -0.271  0.480
C -2.507 2.787 -1.778  0.017
C -1.072 3.016 -2.270  0.027
C -0.797 2.042 -3.424  0.003
C -0.909 4.448 -2.779  0.010
P 0.085 2.547 -0.871  -0.016
C 1.753 2.482 -1.698  0.000
N 1.994 1.120 -2.095  0.023
B 1.230 0.006 -1.673  0.148
N 1.867 -1.158 -2.173  0.005
C 1.446 -2.518 -1.960  0.013
P 0.087 -2.522 -0.679  -0.041
C -1.326 -3.331 -1.587  0.049
C -1.681 -2.318 -2.691  0.024
C -2.528 -3.453 -0.645  0.018
C -1.009 -4.689 -2.213  0.006
C 0.844 -3.559 0.680  0.047
C -0.151 -3.671 1.840  0.016
C 2.052 -2.731 1.154  0.004
C 1.293 -4.955 0.248  0.010
C 3.013 -0.758 -2.877  0.011
C 3.975 -1.502 -3.536  0.001
C 5.033 -0.819 -4.130  -0.001
C 5.117 0.569 -4.069  -0.001
C 4.146 1.322 -3.414  0.004
C 3.095 0.647 -2.819  0.017
C 0.361 3.959 0.334  0.079
C 1.171 3.336 1.484  0.022
C 1.135 5.155 -0.224  0.008
C -1.005 4.421 0.859  0.004
H -3.206 2.940 -2.604  0.001
H -2.785 3.475 -0.980  0.001
H -2.640 1.766 -1.409  -0.002
H -1.587 2.156 -4.172  0.001
H -0.793 1.001 -3.095  0.009
H 0.156 2.247 -3.916  0.001
H -1.522 4.570 -3.678  -0.001
H 0.123 4.671 -3.056  -0.001
H -1.247 5.187 -2.053  0.003
H 2.507 2.812 -0.980  -0.003
H 1.786 3.164 -2.552  -0.005
H 2.284 -3.127 -1.619  -0.005
H 1.080 -2.964 -2.887  -0.002
H -1.910 -1.334 -2.272  -0.002
H -2.566 -2.670 -3.226  0.000
H -0.878 -2.197 -3.421  0.002
H -2.707 -2.523 -0.098  -0.009
H -2.405 -4.261 0.075  0.001
H -3.424 -3.671 -1.232  0.001
H -0.114 -4.668 -2.838  -0.002
H -1.846 -4.983 -2.854  0.001
H -0.885 -5.466 -1.461  0.002
H -0.548 -2.696 2.117  -0.008
H 0.355 -4.089 2.715  0.000
H -0.988 -4.325 1.600  0.001
H 1.774 -1.690 1.348  0.015
H 2.870 -2.733 0.431  0.001
H 2.432 -3.155 2.087  0.000
H 0.451 -5.642 0.176  0.001
H 1.980 -5.357 0.998  0.000
H 1.817 -4.956 -0.710  -0.001
H 3.910 -2.582 -3.596  0.000
H 5.802 -1.376 -4.649  0.000
H 5.951 1.073 -4.539  0.000
H 4.215 2.402 -3.376  0.000
H 2.218 3.190 1.207  0.001
H 0.767 2.369 1.788  -0.002
H 1.147 4.000 2.353  0.000
H 2.081 4.867 -0.685  0.000
H 1.371 5.831 0.604  0.001
H 0.557 5.718 -0.952  0.001
H -1.660 3.576 1.087  -0.003
H -1.518 5.057 0.137  0.001
H -0.873 5.002 1.776  0.001
C -0.123 -0.363 5.625  0.001
C 0.135 -0.945 4.238  0.005
Sb -0.919 0.025 2.616  0.004
C -1.437 1.889 3.578  0.002
C -2.751 1.922 4.355  0.000
C -2.805 -1.026 2.721  -0.003
C -3.193 -1.592 4.086  0.000
H 0.467 -0.900 6.371  0.000
H -1.171 -0.447 5.914  0.000
H 0.161 0.688 5.689  0.000
H -0.146 -1.998 4.200  0.000
H 1.195 -0.888 3.985  0.000
H -1.452 2.630 2.781  0.005
H -0.592 2.143 4.220  0.000
H -3.596 1.607 3.739  0.000
H -2.958 2.940 4.693  0.000
H -2.722 1.286 5.239  0.000
H -2.726 -1.832 1.990  0.001
H -3.559 -0.330 2.346  0.000
H -2.464 -2.327 4.435  0.000
H -4.160 -2.096 4.027  0.000
H -3.278 -0.815 4.843  0.000